Below is 2 unconnected molecules or ions with the total composition H2N2O2 in a non-equilibrium geometry, with properties calculated with ωB97M-V/def2-TZVPD.

Results
- Relative energy (zero: lowest compared OMol25 entry of this formula, charge and spin): 3.643 eV
- Kohn-Sham gap (spin up / spin down): 9.13 / 8.14 eV
- E_HOMO (spin up / spin down): -8.812 / -8.575 eV
- 2S+1: 1
- Charge: 0

The geometry in XYZ format:
```
6
Properties=species:S:1:pos:R:3:forces:R:3:lowdin_charge:R:1
N -2.11423 -0.07306 -0.04124 1.066 -0.946 0.407 0.097
N 0.70175 0.15661 -0.00193 0.376 -0.686 -3.518 -0.143
O -1.26234 -0.79768 0.25220 -2.579 0.305 -0.149 -0.084
O 0.66559 1.39096 0.16771 -0.478 1.291 -0.598 -0.091
H 1.30049 -0.30496 0.57163 2.030 -1.874 2.673 0.063
H 0.70875 -0.37188 -0.94838 -0.415 1.910 1.185 0.158
```
Forces are in eV/Å.